Computed, not measured: a structure of composition C39H38BiCl5N3O4PS4Sb2Se in a non-equilibrium geometry, with the ωB97M-V functional and the def2-TZVPD basis.

Output
Largest force on an atom (hartree/bohr): 0.1769
Net charge: -2
HOMO energy (alpha / beta) (eV): -1.95 / -2.02
E_LUMO (alpha / beta) (hartree): 0.118 / 0.110
Orbital gap (alpha / beta) (hartree): 0.190 / 0.184

Each line ends with the Mulliken charge.
Geometry (Å):
Bi: 0.15953 0.23021 -1.37362  1.58
S: 4.67858 -2.43528 -1.31810  -0.36
C: 3.17775 -1.77450 -1.16796  0.97
S: 1.39660 -0.34557 0.84791  0.22
S: 2.65469 -0.57610 -2.26837  -0.45
C: -1.10340 2.12884 4.67212  -1.46
Sb: -1.37331 2.46293 2.55023  0.75
C: -3.51539 2.56022 2.74960  -1.35
C: -1.21053 4.65402 2.71134  -1.58
C: 0.21585 5.06637 2.82895  0.80
C: 0.70714 5.31200 4.11830  -0.70
C: 2.00424 5.72294 4.36348  -0.75
C: 2.86709 5.91140 3.29498  -0.75
C: 2.40872 5.65642 2.01586  -0.53
C: 1.10608 5.21957 1.74557  1.26
C: 0.75431 5.03539 0.30206  -1.89
Sb: 1.14379 3.07753 -0.65577  0.33
C: 2.22653 3.77906 -2.37371  -1.35
C: 2.93060 2.70332 0.45497  -1.47
H: -1.77150 2.77107 5.24736  0.41
H: -0.06881 2.31689 4.95897  0.37
H: -1.34317 1.08171 4.85317  0.34
H: -3.80225 2.90590 3.74302  0.41
H: -3.88674 1.54976 2.58950  0.31
H: -3.94165 3.19838 1.97711  0.39
H: -1.75581 4.92483 3.61511  0.62
H: -1.71366 5.06867 1.83712  0.56
H: 0.02540 5.17709 4.95116  0.31
H: 2.33334 5.90980 5.37866  0.37
H: 3.87883 6.26339 3.45419  0.38
H: 3.07931 5.80577 1.17697  0.37
H: 1.40234 5.66264 -0.31047  0.58
H: -0.28876 5.26728 0.08893  0.42
H: 2.86530 4.62150 -2.10613  0.38
H: 1.53250 4.07356 -3.15970  0.37
H: 2.83625 2.94733 -2.72648  0.38
H: 3.51480 3.61894 0.53721  0.64
H: 3.49057 1.93221 -0.07374  0.43
H: 2.66756 2.33283 1.44405  0.28
O: -0.98256 -3.23957 -3.31781  -0.70
S: -1.17341 -2.89481 -1.89819  0.72
O: -2.69363 -4.35606 -0.84266  -0.73
O: 0.41093 -3.35670 -1.31166  0.10
C: 1.28748 -4.39515 -1.34054  -0.65
C: 1.17775 -5.49945 -2.16883  -0.96
C: 2.16874 -6.46865 -2.07498  -0.64
C: 3.21873 -6.31587 -1.18119  -0.81
C: 3.29607 -5.19373 -0.35940  -0.56
C: 2.31962 -4.21140 -0.41534  0.53
P: 2.14355 -2.49744 0.46571  0.70
C: 3.56226 -2.51404 1.63957  0.53
C: 3.80701 -3.65288 2.39957  -0.71
C: 4.88923 -3.70158 3.26780  -0.97
C: 5.72430 -2.60158 3.39816  -0.54
C: 5.45861 -1.44705 2.67387  -0.70
C: 4.38420 -1.40446 1.79944  -0.75
C: 0.86940 -3.16103 1.71289  0.63
C: 0.82797 -2.53443 2.96320  -0.53
C: -0.09685 -2.89771 3.92329  -0.85
C: -1.02151 -3.90038 3.65643  -0.66
C: -0.97546 -4.55072 2.43742  -0.51
C: -0.03112 -4.19095 1.47705  -0.43
H: 0.34257 -5.56440 -2.85302  0.52
H: 2.12453 -7.34560 -2.71040  0.35
H: 3.99483 -7.07025 -1.12591  0.40
H: 4.14098 -5.07779 0.30555  0.49
H: 3.14106 -4.50245 2.31762  0.56
H: 5.07903 -4.60072 3.84210  0.39
H: 6.57535 -2.64181 4.06808  0.36
H: 6.09417 -0.57669 2.78407  0.41
H: 4.17068 -0.50756 1.23176  0.39
H: 1.52090 -1.73082 3.17386  0.48
H: -0.11206 -2.38236 4.87653  0.38
H: -1.77141 -4.16603 4.39298  0.33
H: -1.68395 -5.33682 2.20215  0.45
H: -0.04853 -4.72378 0.53978  0.19
Cl: -2.85900 3.50110 -1.41912  -0.19
C: -4.18554 0.88561 -2.38954  0.03
C: -4.43039 -0.45682 -1.86574  -0.49
C: -3.30727 -1.12336 -1.43323  1.70
Cl: -2.16150 -1.93136 -0.77210  1.11
C: -5.80033 -0.54154 -1.52915  -0.86
Cl: -6.64815 -1.94814 -1.00527  -0.25
C: -6.38700 0.66731 -1.82729  0.88
Cl: -8.06144 1.04268 -1.66759  -0.27
C: -5.39370 1.54938 -2.33696  -0.47
Cl: -5.75835 3.13323 -2.91734  -0.25
Se: -1.75032 -0.00760 -3.78788  -0.29
C: -2.81931 1.30408 -2.83432  0.07
N: -2.14545 2.36548 -2.57555  -0.23
N: -3.93281 -3.38635 0.69146  -0.08
C: -3.03265 -3.26973 -0.28969  0.19
N: -1.78831 -1.44456 0.57110  0.61
O: -1.52122 -1.11601 1.74479  -0.48
H: -4.09582 -2.62573 1.33154  0.18
H: -4.25176 -4.30647 0.92721  0.29
H: -1.57204 0.65858 -0.41990  0.28
H: -1.45888 -0.94902 -1.14870  -2.31

Computed, not measured: the molecule C2H2ClN in a non-equilibrium geometry, with the ωB97M-V functional and the def2-TZVPD basis.

Output
Largest force on an atom (hartree/bohr): 0.0960
Net charge: 0
HOMO energy (eV): -8.91
E_LUMO (hartree): -0.055
Orbital gap (hartree): 0.272

Each line ends with the Mulliken charge.
Geometry (Å):
C: 0.32441 0.72555 1.38477  -0.44
C: -0.43369 0.72370 0.40565  0.47
N: -0.73723 0.65975 -0.79661  -0.41
Cl: -0.35379 -1.14061 -1.78213  -0.17
H: 0.07256 0.29585 2.33998  0.21
H: 1.12776 -1.26423 -1.55165  0.33

Computed, not measured: a cluster of 11 separate species, C29H65N7O23S4 in total in a non-equilibrium geometry, with the ωB97M-V functional and the def2-TZVPD basis.

Output
Largest force on an atom (hartree/bohr): 0.1065
Structure (SMILES): O=S1(=O)OCCO1.O=S1(=O)OCCO1.O=S1(=O)OCCO1.O=S1(=O)OCCO1.CNC(C)=O.CNC(C)=O.CNC(C)=O.CNC(C)=O.CNC(C)=O.CNC(C)=O.CNC(C)=O
Net charge: 0
HOMO energy (eV): -9.35
E_LUMO (hartree): 0.001
Orbital gap (hartree): 0.345

Each line ends with the Mulliken charge.
Geometry (Å):
O: -0.34499 0.35982 -1.44055  -0.51
S: -0.00098 -1.01890 -1.13647  1.06
O: 0.25569 -1.87296 -2.27246  -0.51
O: 1.18668 -1.19285 -0.01256  -0.29
C: 0.64195 -1.01439 1.34001  -0.36
C: -0.70332 -1.83104 1.24236  -0.26
O: -1.15166 -1.66521 -0.05985  -0.33
H: 1.35330 -1.37404 2.08347  0.33
H: 0.40038 -0.00310 1.66718  0.29
H: -1.29584 -1.42759 2.06348  0.30
H: -0.55310 -2.90248 1.37477  0.28
O: -4.14898 -2.55956 7.46638  -0.49
S: -4.86949 -3.72179 6.87363  1.06
O: -4.44374 -5.04086 7.46305  -0.54
O: -6.53043 -3.55824 6.86881  -0.31
C: -7.09421 -4.09430 5.61807  -0.28
C: -5.89482 -4.46637 4.65954  -0.29
O: -4.84402 -3.79499 5.20878  -0.29
H: -7.66200 -4.97506 5.91800  0.27
H: -7.66594 -3.26312 5.20531  0.28
H: -6.08654 -4.29590 3.60015  0.31
H: -5.63883 -5.51284 4.82521  0.28
O: -3.34379 -5.85769 -11.35407  -0.50
S: -3.45478 -5.02265 -10.10356  1.10
O: -4.56114 -4.06747 -9.88049  -0.51
O: -3.43101 -5.82742 -8.62273  -0.33
C: -2.62188 -5.15658 -7.67692  -0.24
C: -2.09035 -3.96688 -8.26236  -0.30
O: -2.01784 -4.29747 -9.66072  -0.34
H: -3.06994 -4.98286 -6.69857  0.29
H: -1.84692 -5.86447 -7.38290  0.27
H: -1.06904 -3.69153 -7.99931  0.29
H: -2.75774 -3.11985 -8.10352  0.27
O: 1.14759 -4.73608 6.61452  -0.50
S: 2.07798 -5.62492 7.31864  1.07
O: 3.09704 -5.03019 8.20445  -0.52
O: 1.19601 -6.80115 8.02773  -0.31
C: 0.97997 -7.94015 7.20443  -0.19
C: 1.81932 -7.72092 6.02815  -0.31
O: 2.79067 -6.72539 6.29666  -0.32
H: 1.23547 -8.70282 7.94006  0.26
H: -0.06872 -8.12862 6.97463  0.23
H: 1.19489 -7.19587 5.30529  0.28
H: 2.42202 -8.53854 5.63274  0.30
C: 7.38732 0.44190 2.19436  -0.83
N: 8.02052 1.39108 3.11892  -0.18
C: 7.39331 2.49942 3.57922  0.59
C: 8.10031 3.49471 4.60521  -0.95
O: 6.13568 2.69899 3.50922  -0.63
H: 6.58447 0.75486 1.52683  0.29
H: 6.84321 -0.35347 2.70373  0.26
H: 8.19338 -0.05409 1.65365  0.31
H: 9.01977 1.33508 2.98303  0.28
H: 9.01775 3.79357 4.09817  0.31
H: 8.34849 3.00460 5.54664  0.28
H: 7.43304 4.30312 4.90411  0.26
C: -5.37281 5.12664 -2.77608  -0.79
N: -5.19265 6.50902 -3.09771  -0.16
C: -5.76448 7.47395 -2.36185  0.68
C: -5.40309 8.85891 -2.77853  -0.90
O: -6.44592 7.25570 -1.32626  -0.65
H: -4.71784 4.84939 -1.95010  0.28
H: -5.02282 4.60435 -3.66648  0.32
H: -6.33416 4.71265 -2.47192  0.28
H: -4.49419 6.82252 -3.75646  0.17
H: -4.75726 9.45066 -2.12981  0.25
H: -6.31742 9.45130 -2.81264  0.26
H: -4.94382 8.86218 -3.76704  0.27
C: -1.37355 6.20664 -7.66852  -0.76
N: -1.71458 4.86986 -8.12934  -0.19
C: -0.98964 3.71369 -8.25321  0.70
C: 0.39853 3.63211 -7.67704  -1.09
O: -1.53676 2.72631 -8.62444  -0.61
H: -2.16558 6.77847 -7.18498  0.26
H: -1.21729 6.92075 -8.47704  0.28
H: -0.51066 6.12797 -7.00721  0.28
H: -2.60638 4.82990 -8.60179  0.21
H: 1.14544 4.22094 -8.20949  0.32
H: 0.62949 2.56736 -7.70973  0.28
H: 0.48271 3.94251 -6.63556  0.31
C: 5.67617 1.64762 -4.65783  -0.87
N: 5.20546 0.33122 -5.19513  -0.21
C: 5.67482 -0.89218 -4.78073  0.74
C: 5.22515 -2.07356 -5.57594  -0.97
O: 6.52817 -0.90531 -3.96716  -0.59
H: 4.92724 2.39601 -4.39874  0.31
H: 6.45510 2.06946 -5.29299  0.30
H: 6.17434 1.49781 -3.69998  0.30
H: 4.56898 0.44017 -5.97174  0.18
H: 4.89381 -1.69731 -6.54379  0.28
H: 4.37960 -2.58174 -5.11236  0.23
H: 5.91457 -2.91664 -5.62082  0.30
C: -2.95766 5.56522 7.50157  -0.90
N: -3.04009 4.42533 6.55228  -0.18
C: -2.19989 3.49144 6.14489  0.55
C: -0.99445 3.20425 7.03875  -0.86
O: -2.24506 2.94803 5.02641  -0.67
H: -2.00627 6.07020 7.66879  0.32
H: -3.22632 5.25485 8.51131  0.34
H: -3.57645 6.41397 7.21031  0.32
H: -3.59618 4.51942 5.71441  0.26
H: -1.19471 2.40234 7.74934  0.24
H: -0.83474 4.10883 7.62556  0.31
H: -0.14119 3.11049 6.36700  0.27
C: 1.56670 -8.05022 -1.35428  -0.82
N: 1.32505 -9.43949 -0.88223  -0.20
C: 2.15790 -10.10696 -0.06266  0.63
C: 1.73258 -11.48387 0.33061  -1.10
O: 3.23034 -9.77302 0.40612  -0.62
H: 1.29653 -7.52488 -0.43824  0.29
H: 0.73663 -7.84527 -2.03036  0.33
H: 2.55753 -8.06632 -1.80826  0.29
H: 0.59928 -10.02766 -1.26616  0.23
H: 0.72111 -11.68040 0.68613  0.33
H: 2.41520 -11.86138 1.09193  0.35
H: 2.15777 -12.17961 -0.39277  0.30
C: 0.48050 6.36528 1.34480  -0.81
N: 0.90355 7.73887 1.50678  -0.16
C: 0.21561 8.79800 1.94300  0.62
C: -1.26196 8.69540 2.35375  -1.03
O: 0.78060 9.84409 2.10221  -0.62
H: 1.30007 6.00555 0.72271  0.32
H: -0.43766 6.32469 0.75877  0.29
H: 0.37680 5.73878 2.23072  0.24
H: 1.83718 7.96712 1.19645  0.26
H: -1.68555 9.68587 2.51996  0.32
H: -1.41871 8.24441 3.33362  0.26
H: -1.98688 8.20285 1.70568  0.32

Computed, not measured: the ion C8H13N3 with charge +2 in a non-equilibrium geometry, with the ωB97M-V functional and the def2-TZVPD basis.

Output
Largest force on an atom (hartree/bohr): 0.1038
Structure (SMILES): C[C@H]1/C=N/C/C=C\[NH+]=C=[N+]1C
Net charge: +2
HOMO energy (eV): -17.98
E_LUMO (hartree): -0.358
Orbital gap (hartree): 0.303

Each line ends with the Mulliken charge.
Geometry (Å):
C: -0.95658 -1.74938 1.83750  -1.47
C: -1.18124 -0.99121 0.57248  0.06
C: -1.22464 0.44408 0.86931  -0.26
N: -0.47660 1.27087 0.30978  -0.07
C: 0.01030 2.57817 0.37118  -0.50
C: 1.33042 2.56791 -0.36944  -0.18
C: 1.94176 1.70296 -1.18526  -0.53
N: 1.36191 0.47439 -1.71470  -0.08
C: 0.62319 -0.14195 -0.87343  0.73
N: -0.04303 -1.12766 -0.39520  -0.02
C: -0.01717 -2.41640 -1.03305  -1.05
H: -0.01031 -1.49151 2.21481  0.42
H: -1.21787 -2.75327 1.83317  0.46
H: -1.70849 -1.28333 2.46013  0.48
H: -2.07890 -1.27500 0.13473  0.39
H: -2.08874 0.89909 1.43192  0.48
H: 0.00213 3.12182 1.28229  0.51
H: -0.88158 3.13880 -0.25820  0.35
H: 1.78279 3.50327 -0.04721  0.37
H: 2.98251 1.87076 -1.28443  0.37
H: 1.81723 0.08272 -2.54693  0.35
H: 0.42407 -3.26043 -0.38285  0.32
H: -0.96241 -2.74443 -1.30894  0.41
H: 0.57127 -2.42027 -1.91766  0.46

Computed, not measured: a structure of composition C5H10N2O in a non-equilibrium geometry, with the ωB97M-V functional and the def2-TZVPD basis.

Output
Largest force on an atom (hartree/bohr): 0.1326
Net charge: 0
HOMO energy (eV): -8.34
E_LUMO (hartree): -0.043
Orbital gap (hartree): 0.263

Each line ends with the Mulliken charge.
Geometry (Å):
C: 0.34131 0.42668 1.03670  -0.33
C: -0.36052 1.73029 0.38177  -0.27
C: -0.79377 -0.29439 -0.73596  -0.74
C: -0.31166 -1.89581 -0.82592  -0.59
C: 0.52875 -0.62220 -0.18806  0.82
H: -0.73802 0.74559 2.73065  0.35
H: -1.24092 -0.79009 1.50981  0.34
H: 1.49871 0.61425 1.33054  0.08
H: 0.62537 2.34998 0.20182  0.26
H: -1.15571 2.08736 1.07644  0.30
H: -0.13260 1.56362 -1.63128  0.34
H: -1.58755 -0.34076 -0.11616  0.39
H: 0.56012 -2.39231 -1.45673  0.28
H: -1.25743 -2.28586 -0.41070  0.24
H: 2.50349 -0.04271 0.11055  0.35
N: -0.36023 -0.43220 2.17496  -0.62
N: -0.79459 1.16007 -0.97169  -0.54
O: 1.57295 -0.33394 -1.22238  -0.65